(1)
DFT (ωB97M-V with the def2-TZVPD basis set) results for 13 unconnected molecules or ions with the total composition C31H53Cl8F3O27 at a distorted geometry.

```
122
Properties=species:S:1:pos:R:3:mulliken_charge:R:1
C 2.3702 -3.0326 30.6945 0.177
O 2.5267 -4.4297 30.5124 0.149
C 2.2261 -5.2397 31.5174 -0.116
O 1.8539 -4.9016 32.6164 -0.501
O 2.4559 -6.4880 31.1092 0.690
C 2.0328 -7.5029 32.0421 -0.381
H 1.3161 -2.7652 30.7823 0.241
H 2.8640 -2.5135 29.8818 -0.031
H 2.8257 -2.6659 31.6189 -0.274
H 2.3304 -8.4573 31.6180 -0.075
H 0.9504 -7.4965 32.1303 0.187
H 2.5569 -7.2744 32.9620 0.096
C -0.8756 -13.7512 36.1782 -0.672
O -1.4874 -12.5594 35.7531 -0.347
C -0.7602 -11.7590 34.9730 0.734
O 0.3938 -11.9449 34.7137 -0.555
O -1.5399 -10.7866 34.5644 -0.340
C -1.0355 -9.9053 33.5770 -0.376
H -1.6614 -14.4522 36.4423 0.243
H -0.1847 -13.5929 37.0054 0.282
H -0.2953 -14.2299 35.3853 0.317
H -0.1065 -9.4139 33.8610 0.297
H -1.8235 -9.1872 33.3798 0.193
H -0.8584 -10.4188 32.6286 0.204
C 1.7075 -5.4305 27.3872 0.928
O 2.6043 -5.3204 26.3005 -0.553
C 3.7496 -4.6764 26.4406 1.202
O 4.0756 -4.1030 27.4299 -0.683
O 4.4711 -4.7525 25.3650 -0.430
C 3.9429 -5.2228 24.1064 -0.609
H 0.7971 -5.8868 27.0089 0.386
H 1.4432 -4.4531 27.7876 -0.237
H 2.1355 -6.0402 28.1775 -0.960
H 4.7601 -5.3505 23.4171 0.288
H 3.1563 -4.5223 23.8172 0.174
H 3.3726 -6.1305 24.3130 0.301
C 0.5689 0.8952 29.8366 -0.858
O 1.5435 -0.0982 29.5120 0.000
C 2.6798 0.2669 28.9250 0.783
O 3.0045 1.3915 28.6246 -0.626
O 3.3968 -0.8476 28.7238 -0.349
C 4.4805 -0.8351 27.8111 -0.761
H 0.1186 0.6680 30.7992 0.246
H -0.2191 0.7412 29.0994 0.246
H 0.9861 1.8959 29.8299 0.389
H 5.4362 -0.7928 28.3327 0.341
H 4.4787 -0.0090 27.0976 0.424
H 4.4424 -1.7495 27.2238 0.067
C 3.9589 -2.8976 38.5543 -0.658
O 3.7853 -2.4058 37.2310 -0.321
C 4.6210 -2.8057 36.2902 0.912
O 5.5495 -3.5478 36.3638 -0.547
O 4.1820 -2.2684 35.1493 -0.378
C 4.8909 -2.6236 33.9618 -0.031
H 3.7462 -2.0528 39.2094 0.269
H 4.9633 -3.2502 38.7819 0.326
H 3.2424 -3.6819 38.7843 0.241
H 5.9445 -2.3760 34.0605 0.391
H 4.3447 -2.1621 33.1444 -0.134
H 4.7789 -3.6993 33.7743 -0.086
C -2.2111 -11.6610 30.1885 -0.817
O -1.3551 -10.5342 30.3425 -0.155
C -0.4879 -10.3444 29.3713 0.546
O -0.3479 -10.9611 28.3653 -0.573
O 0.2262 -9.2699 29.6818 -0.071
C 1.3100 -8.9052 28.8778 -0.009
H -2.8330 -11.7746 31.0768 0.248
H -1.6299 -12.5870 30.1738 0.354
H -2.8632 -11.5662 29.3225 0.339
H 1.4636 -7.8369 28.7347 -0.233
H 1.2470 -9.3157 27.8697 0.476
H 2.2465 -9.2486 29.3182 -0.029
C 2.6287 -1.5326 25.2672 -0.569
C 1.5821 -1.8934 26.3314 1.826
O 0.7774 -2.8033 25.6569 -0.294
C 0.8846 -2.6560 24.3243 0.528
O 0.1961 -3.1678 23.5234 -0.529
O 1.9008 -1.8194 24.0482 -0.434
F 0.8040 -0.8082 26.6263 -0.393
H 3.5307 -2.1289 25.1092 0.252
H 2.9134 -0.4821 25.2523 0.403
H 2.0589 -2.2093 27.2568 -0.712
C -2.7856 -5.1283 33.5654 -0.332
C -1.7039 -5.7727 32.6542 0.510
O -2.4633 -6.2912 31.5990 -0.303
C -3.7778 -6.0565 31.7612 0.587
O -4.6008 -6.3309 30.9891 -0.506
O -4.0085 -5.4752 32.9353 -0.375
F -1.0323 -6.7635 33.3041 -0.215
H -2.6344 -4.0520 33.6321 0.270
H -2.7991 -5.5437 34.5713 0.316
H -0.9921 -5.0453 32.2685 0.023
C -1.7978 -3.6206 27.3240 -0.463
C -3.2248 -3.5145 27.8558 0.106
O -2.9808 -2.5926 28.9198 -0.347
C -1.7044 -2.6980 29.3400 0.266
O -1.2571 -2.1360 30.2820 -0.505
O -0.9931 -3.4921 28.4919 0.334
F -3.5763 -4.7128 28.4284 -0.239
H -1.5632 -2.8503 26.5938 0.276
H -1.6488 -4.6096 26.8958 0.302
H -3.9752 -3.1968 27.1411 0.322
C 5.2447 -9.7900 31.7224 0.417
Cl 4.2170 -10.6187 30.5415 -0.153
Cl 4.7899 -10.1073 33.3707 -0.144
H 6.3007 -10.0333 31.7028 0.388
H 5.0699 -8.7312 31.5677 -0.528
C 1.9520 -5.2303 35.9526 0.696
Cl 0.6795 -4.4698 36.9171 -0.201
Cl 3.2433 -5.8556 36.9689 -0.160
H 1.4970 -6.0423 35.3941 0.028
H 2.3500 -4.5283 35.2263 -0.356
C 6.3975 -6.2623 34.9047 -0.402
Cl 4.9084 -6.6739 34.0437 0.046
Cl 7.6699 -7.4528 34.5753 -0.179
H 6.6986 -5.2760 34.5708 0.209
H 6.1857 -6.1744 35.9642 0.295
C 5.4223 -6.8050 29.0270 1.161
Cl 6.8291 -7.3284 29.9316 -0.163
Cl 5.1372 -7.9269 27.6530 -0.214
H 4.5321 -6.8201 29.6537 -0.851
H 5.5029 -5.7796 28.6786 0.095
```

Summary:
Kohn-Sham gap = 10.91 eV
M = 1198.4 Da
ΔE to the lowest compared entry with this formula, charge and spin = 0.000 eV
Charge = 0
HOMO level = -10.6 eV
Lowest unoccupied orbital energy = 0.3 eV


(2)
DFT (ωB97M-V with the def2-TZVPD basis set) results for a molecular structure, C31H54ClNO2P2S2Si2Zr at a distorted geometry.

```
96
Properties=species:S:1:pos:R:3:mulliken_charge:R:1
Zr -0.5257 0.2476 -0.8006 -0.240
C -1.6636 0.2638 1.4432 0.589
C -2.0776 1.4268 0.7500 -0.323
C -2.8281 0.9577 -0.3922 -0.624
Si -1.6968 3.1253 1.4510 -0.159
C -2.8177 -0.4516 -0.3894 -0.552
C -2.0586 -0.9097 0.7533 -0.219
Si -1.7248 -2.6333 1.4186 -0.165
H -1.1501 0.2791 2.4064 0.335
H -3.3218 1.6133 -1.1145 0.486
H -3.2936 -1.1214 -1.1118 0.469
Cl 1.9888 0.4381 -3.6747 -0.139
C -1.4430 -2.6743 3.2555 -0.929
C -3.1841 -3.7130 0.9589 -1.126
C -1.2731 3.0368 3.2691 -0.968
C -3.1379 4.2668 1.0900 -1.131
H -4.0913 -3.2902 1.4216 0.367
H -3.0469 -4.7267 1.3655 0.381
H -3.3642 -3.7992 -0.1137 0.346
H -0.3567 -2.6700 3.4972 0.064
H -1.8754 -3.5987 3.6834 0.479
H -1.8983 -1.8138 3.7687 0.357
H -4.0518 3.8150 1.5096 0.388
H -3.3213 4.4677 0.0293 0.318
H -2.9848 5.2336 1.5921 0.361
H -1.9761 2.3886 3.8159 0.385
H -1.3008 4.0363 3.7155 0.474
H -0.2592 2.6182 3.4118 0.149
C -0.1229 -3.2034 0.5614 -0.593
C -0.0762 3.6702 0.6154 -1.286
P 0.1215 -2.4306 -1.0754 1.235
H -0.1579 -4.3023 0.4438 0.913
H 0.7332 -2.9315 1.1957 -0.467
P 0.1390 2.9667 -1.0494 1.109
H 0.7527 3.2862 1.2362 0.437
H -0.0294 4.7684 0.5660 0.922
C 1.7066 3.7095 -1.7257 0.756
C -1.2197 3.8939 -1.9467 1.272
C -1.2209 -3.3196 -2.0303 1.268
C 1.6858 -3.1610 -1.7657 0.728
C 2.8853 -2.2155 -1.8422 -0.533
H 1.3757 -3.4228 -2.7894 0.284
C 2.1484 -4.4119 -1.0222 -1.651
H 2.4097 -4.1799 0.0162 0.167
H 3.0515 -4.7712 -1.5294 0.563
H 1.4206 -5.2294 -1.0339 0.304
H 2.6466 -1.3659 -2.4925 -0.368
H 3.7308 -2.7600 -2.3064 0.525
H 3.1784 -1.8303 -0.8570 0.019
H -2.1415 -3.1090 -1.4725 -0.805
C -1.0085 -4.8395 -2.0632 -1.670
C -1.3690 -2.7780 -3.4593 -1.236
H -1.0288 -5.3161 -1.0773 0.297
H -0.0641 -5.0994 -2.5590 0.306
H -1.8220 -5.2817 -2.6490 0.496
H -1.6637 -1.7194 -3.4957 0.069
H -2.1365 -3.3863 -3.9606 0.488
H -0.4291 -2.8775 -4.0210 0.216
H -2.1322 3.6569 -1.3855 -0.671
C -1.3813 3.4084 -3.3949 -1.292
C -1.0130 5.4139 -1.9172 -1.749
H -0.9863 5.8420 -0.9099 0.312
H -1.8553 5.8802 -2.4415 0.495
H -0.0943 5.6996 -2.4456 0.329
H -1.6735 2.3508 -3.4681 0.085
H -0.4466 3.5354 -3.9594 0.224
H -2.1543 4.0344 -3.8642 0.500
C 2.9390 2.8024 -1.7461 -0.700
C 2.1383 4.9764 -0.9933 -1.747
H 1.4092 3.9501 -2.7585 0.242
H 2.3875 4.7517 0.0520 0.291
H 1.4037 5.7832 -1.0166 0.317
H 3.0430 5.3404 -1.4861 0.547
H 3.2393 2.4701 -0.7481 0.260
H 3.7567 3.3391 -2.2691 0.503
H 2.7314 1.9178 -2.3533 -0.397
C 0.3640 0.2929 -4.4214 -0.548
H -0.6816 0.2850 -3.9386 -0.181
H 0.3462 1.0027 -5.3403 0.380
H 0.3658 -0.5562 -5.1957 0.316
O -0.5568 -0.2077 5.0215 -0.590
S 0.7530 0.3295 4.7635 1.104
O 1.2457 1.3611 5.6714 -0.705
N 0.8318 0.8492 3.1680 -0.400
C 1.5455 0.0428 2.3939 0.330
S 1.4350 0.2609 0.6238 -0.109
C 2.2999 -0.9800 3.1252 0.218
C 3.0802 -2.0481 2.6748 -0.343
C 3.3651 -3.1013 3.5577 -0.492
C 2.9563 -3.0862 4.8979 -0.613
C 2.2262 -1.9714 5.3844 -0.741
C 1.9170 -0.9569 4.4821 -0.108
H 3.4415 -2.0325 1.6508 0.505
H 3.9050 -3.9803 3.1896 0.400
H 3.1826 -3.9123 5.5651 0.404
H 1.9053 -1.9098 6.4112 0.487
```

Summary:
Kohn-Sham gap (alpha / beta) = 3.53 / 3.60 eV
M = 781.7 Da
Charge = 0
HOMO level (alpha / beta) = -4.3 / -4.4 eV
Lowest unoccupied orbital energy (alpha / beta) = -0.8 / -0.8 eV


(3)
DFT (ωB97M-V with the def2-TZVPD basis set) results for a molecular structure, C31H54ClNO3P2SSi2Tc at a distorted geometry.

```
96
Properties=species:S:1:pos:R:3:mulliken_charge:R:1
Tc 0.5227 -0.1707 -0.6426 -1.370
C -1.1986 0.4804 -2.2883 -0.830
C 0.2116 0.6537 -2.5802 -0.120
C 0.7566 -0.6981 -2.7466 -0.493
Si 0.9171 2.3559 -2.9804 0.129
C -0.2810 -1.6226 -2.4242 -0.433
C -1.5217 -0.8930 -2.2322 1.155
Si -3.2833 -1.4459 -1.7659 -0.009
H -1.9246 1.3014 -2.3046 0.493
H 1.7429 -0.9264 -3.1656 0.568
H -0.2214 -2.7071 -2.5124 0.551
Cl 3.7353 -3.4530 2.3288 -0.802
C -4.4945 -0.0473 -2.0468 -1.112
C -3.8151 -2.9596 -2.7142 -1.192
C -0.4427 3.6101 -3.2738 -1.167
C 2.0776 2.3843 -4.4413 -1.298
H -4.1673 -2.6329 -3.6997 0.395
H -4.6442 -3.4556 -2.1963 0.376
H -3.0026 -3.6778 -2.8533 0.340
H -4.2537 0.8172 -1.4163 0.276
H -5.5160 -0.3789 -1.8213 0.368
H -4.4521 0.2631 -3.0983 0.367
H 1.4711 2.4643 -5.3511 0.396
H 2.7045 1.4915 -4.5047 0.370
H 2.7201 3.2712 -4.3786 0.382
H -1.0604 3.3274 -4.1335 0.373
H -0.0091 4.6006 -3.4568 0.406
H -1.0752 3.6732 -2.3853 0.213
C -3.1681 -1.8253 0.0935 -1.057
C 1.8730 2.7186 -1.3772 -1.285
P -1.4545 -2.2977 0.5770 0.492
H -3.9185 -2.5796 0.3802 0.919
H -3.4400 -0.9036 0.6225 0.000
P 2.3628 1.1526 -0.5705 0.926
H 1.1719 3.2594 -0.7359 0.216
H 2.7297 3.3733 -1.5610 1.181
C 3.1957 1.6729 1.0166 0.990
C 3.8199 0.6962 -1.6798 1.287
C -1.4587 -4.0675 -0.1236 1.295
C -1.5334 -2.5899 2.4368 0.962
C -0.8368 -1.4706 3.2176 -1.567
H -0.9455 -3.5140 2.5737 0.625
C -2.9387 -2.7831 3.0052 -1.623
H -3.5071 -1.8446 2.9377 0.188
H -2.8335 -3.0415 4.0691 0.486
H -3.4965 -3.5909 2.5190 0.315
H 0.1421 -1.2307 2.7913 0.173
H -0.6944 -1.7746 4.2645 0.571
H -1.4606 -0.5698 3.2212 0.188
H -1.6314 -3.9131 -1.2020 -0.530
C -2.5678 -4.9895 0.4068 -1.761
C -0.0741 -4.7025 0.0608 -1.186
H -3.5776 -4.5674 0.3273 0.285
H -2.3818 -5.2776 1.4511 0.330
H -2.5610 -5.9107 -0.1957 0.474
H 0.6880 -4.1821 -0.5300 0.140
H -0.1112 -5.7504 -0.2673 0.493
H 0.2443 -4.6798 1.1130 0.246
H 3.3512 0.5826 -2.6742 -0.425
C 4.4135 -0.6502 -1.2486 -1.250
C 4.9085 1.7807 -1.7812 -1.660
H 4.5281 2.7751 -2.0525 0.267
H 5.5938 1.4676 -2.5833 0.479
H 5.4878 1.8559 -0.8482 0.335
H 3.7035 -1.4737 -1.3903 0.131
H 4.7112 -0.6428 -0.1885 0.303
H 5.3027 -0.8431 -1.8645 0.503
C 2.3062 1.3607 2.2220 -1.340
C 3.6318 3.1477 1.0714 -1.545
H 4.0880 1.0248 1.0692 0.789
H 2.7662 3.8275 1.0983 0.139
H 4.2847 3.4388 0.2397 0.334
H 4.1969 3.2946 2.0036 0.478
H 1.4470 2.0421 2.2303 0.059
H 2.8724 1.5279 3.1495 0.650
H 1.9332 0.3293 2.2268 0.048
C 1.6537 -1.6894 0.3801 -1.455
H 2.0981 -2.4808 -0.2429 0.287
H 2.5094 -1.2546 0.9032 0.578
H 1.1694 -2.2504 1.1913 0.530
O -0.8729 3.4246 -0.3338 -0.615
C -0.6764 2.6152 0.5791 -0.277
N -0.4351 1.2039 0.4302 0.510
S -2.9362 1.4214 1.5259 0.266
O -3.6991 0.4093 2.3178 -0.627
O -1.4094 0.6142 1.2543 0.635
C -1.8974 2.2805 2.6412 0.723
C -2.1509 2.3735 3.9970 -0.573
C -1.3332 3.1996 4.7592 -0.850
C -0.3193 3.9392 4.1560 -0.710
C -0.0629 3.8474 2.7853 0.153
C -0.8132 2.9252 2.0379 -0.773
H -2.9671 1.7854 4.3993 0.528
H -1.4942 3.2813 5.8246 0.428
H 0.2762 4.6494 4.7137 0.445
H 0.7010 4.4177 2.2448 0.394
```

Summary:
Kohn-Sham gap (alpha / beta) = 5.62 / 3.92 eV
M = 772.4 Da
Multiplicity = 4
Expectation value of S² = 3.782
Charge = 0
HOMO level (alpha / beta) = -6.3 / -6.2 eV
Lowest unoccupied orbital energy (alpha / beta) = -0.7 / -2.3 eV